A structure of composition C31H15AlF4N8O5 at a distorted geometry. Source: the Open Molecules 2025 dataset; level of theory: wB97M-V/def2-TZVPD.

The energy relative to the best compared isomer or geometry (same formula, charge and spin) comes out at 0.0 kcal/mol. The value obtained for the frontier orbital gap (spin up / spin down) is 3.9 / 3.9 eV. Its HOMO energy (spin up / spin down) is -0.290 / -0.290 Ha. As for the energy: -2646.569502 a.u.

Cartesian coordinates (Å):
Al: -1.95 0.33 0.04
C: -2.85 -0.23 -3.73
C: -3.71 0.48 -2.69
N: -3.33 0.80 -1.48
C: -4.43 1.42 -0.90
C: -5.46 1.49 -1.76
N: -5.00 0.88 -2.92
C: -6.87 1.84 -1.61
O: -7.14 2.47 -0.48
O: -7.68 1.41 -2.39
C: -4.24 1.84 0.54
O: -5.18 2.44 1.11
O: -3.08 1.52 1.00
H: -3.22 0.06 -4.75
H: -2.86 -1.34 -3.74
H: -1.86 0.17 -3.64
H: -5.67 0.69 -3.65
H: -6.35 2.49 0.18
O: -1.53 -3.61 0.51
C: -1.93 -2.50 0.39
N: -2.32 -1.41 0.33
C: -0.55 1.53 5.18
C: -1.33 0.58 4.57
C: -1.23 0.36 3.22
C: -0.47 1.19 2.36
C: 0.22 2.30 3.01
C: 0.15 2.39 4.40
N: -0.40 0.99 0.93
C: 0.94 1.29 0.49
C: 1.21 2.13 -0.57
C: 2.46 2.38 -1.00
C: 3.54 1.69 -0.48
C: 3.31 0.77 0.54
C: 2.05 0.58 1.04
H: -0.46 1.57 6.32
H: -1.97 -0.06 5.17
H: -1.75 -0.45 2.71
H: 0.86 2.94 2.50
H: 0.86 3.12 4.68
H: 0.36 2.61 -1.08
H: 2.54 3.04 -1.84
H: 4.53 1.84 -0.86
H: 4.09 0.12 0.83
H: 1.78 -0.03 1.91
F: 4.32 -0.99 -2.98
C: 3.87 -1.57 -1.87
C: 4.68 -2.21 -1.05
F: 5.92 -2.32 -1.44
C: 4.18 -3.00 0.09
C: 2.76 -2.91 0.24
C: 2.00 -1.99 -0.40
F: 0.71 -1.95 -0.01
C: 2.50 -1.29 -1.52
C: 1.67 -0.53 -2.28
C: 0.27 -0.36 -1.94
N: -0.78 -0.30 -1.53
C: 2.04 0.20 -3.46
N: 2.13 0.89 -4.36
F: 2.25 -3.59 1.24
C: 4.95 -3.80 0.87
C: 4.43 -4.82 1.78
N: 4.01 -5.51 2.58
C: 6.41 -3.95 0.84
N: 7.57 -4.09 0.79

A structure of composition C31H15ClF3N5O5V. Source: the Open Molecules 2025 dataset; level of theory: wB97M-V/def2-TZVPD.

The total charge is -2. The energy relative to the best compared isomer or geometry (same formula, charge and spin) comes out at 14.2 kcal/mol. The value obtained for the frontier orbital gap (spin up / spin down) is 4.2 / 6.7 eV. Its spin multiplicity is 4. Its HOMO energy (spin up / spin down) is -0.011 / -0.103 Ha. As for the energy: -3544.077433 a.u.

Cartesian coordinates (Å):
V: 0.29 0.53 -0.53
O: -1.42 -1.90 5.62
C: -0.85 -2.18 4.42
O: -0.66 -3.31 4.10
C: -0.40 -0.99 3.65
C: 0.21 0.15 4.14
Cl: 0.75 0.46 5.75
N: 0.52 0.95 3.10
N: 0.11 0.40 1.95
C: -0.44 -0.76 2.26
C: -1.03 -1.55 1.10
O: -1.87 -2.40 1.30
O: -0.53 -1.15 -0.01
C: 1.11 2.28 3.10
C: 0.72 3.20 4.05
C: 1.27 4.47 4.01
C: 2.18 4.80 3.01
C: 2.53 3.87 2.05
C: 2.01 2.58 2.09
H: -1.50 -0.94 5.73
H: -0.03 2.95 4.79
H: 0.96 5.21 4.74
H: 2.58 5.80 2.96
H: 3.21 4.12 1.25
H: 2.28 1.85 1.34
F: -1.29 0.49 -9.99
C: -0.20 -0.15 -9.50
F: 0.86 0.35 -10.16
F: -0.33 -1.43 -9.92
C: -0.09 -0.04 -8.02
C: 1.04 0.49 -7.42
C: 1.12 0.58 -6.04
C: 0.06 0.16 -5.23
C: -1.08 -0.37 -5.86
C: -1.15 -0.47 -7.23
C: 0.12 0.26 -3.81
C: 0.17 0.35 -2.59
H: 1.87 0.82 -8.03
H: 2.00 0.99 -5.57
H: -1.90 -0.70 -5.24
H: -2.05 -0.88 -7.69
C: 2.29 0.08 -0.33
C: 3.48 -0.13 -0.17
C: 4.88 -0.37 0.02
C: 5.84 0.20 -0.83
C: 7.19 -0.03 -0.64
C: 7.63 -0.83 0.41
C: 6.69 -1.41 1.26
C: 5.34 -1.18 1.06
H: 5.49 0.82 -1.64
H: 7.90 0.43 -1.31
H: 8.69 -1.01 0.56
H: 7.01 -2.04 2.08
H: 4.61 -1.63 1.73
O: 0.33 2.35 -0.37
N: -0.01 3.64 -0.02
C: -1.30 3.67 0.46
C: -2.12 2.53 0.60
N: -2.78 1.58 0.70
C: -1.80 4.92 0.88
N: -2.19 5.96 1.22

A structure of composition C31H17Cl5N4O5Ti at a distorted geometry. Source: the Open Molecules 2025 dataset; level of theory: wB97M-V/def2-TZVPD.

The total charge is -2. The energy relative to the best compared isomer or geometry (same formula, charge and spin) comes out at 13.1 kcal/mol. The value obtained for the frontier orbital gap (spin up / spin down) is 4.1 / 4.1 eV. Its HOMO energy (spin up / spin down) is 0.001 / 0.001 Ha. As for the energy: -4937.482912 a.u.

Cartesian coordinates (Å):
Ti: 0.01 0.52 0.14
O: 3.53 -1.88 -0.05
C: 2.43 -1.37 -0.25
N: 2.04 -0.08 -0.08
C: 2.99 0.93 0.20
C: 4.38 0.80 0.07
C: 5.23 1.85 0.36
C: 4.72 3.07 0.79
C: 3.34 3.23 0.92
C: 2.47 2.18 0.62
N: 1.07 2.25 0.72
C: 0.40 3.39 0.94
O: 0.81 4.54 1.13
C: -1.10 3.17 1.00
C: -1.96 4.23 1.22
C: -3.32 3.99 1.24
C: -3.78 2.69 1.05
C: -2.85 1.69 0.84
N: -1.55 1.93 0.82
C: 1.35 -2.30 -0.77
C: 1.08 -3.47 -0.08
C: 0.11 -4.32 -0.58
C: -0.52 -3.99 -1.78
C: -0.15 -2.80 -2.40
N: 0.76 -1.97 -1.91
H: 4.78 -0.15 -0.24
H: 6.30 1.72 0.25
H: 5.38 3.89 1.03
H: 2.92 4.17 1.23
H: -1.53 5.21 1.35
H: -4.02 4.80 1.40
H: -4.84 2.46 1.05
H: -3.15 0.66 0.66
H: 1.61 -3.69 0.84
H: -0.15 -5.23 -0.05
H: -1.29 -4.62 -2.20
H: -0.62 -2.50 -3.33
Cl: -4.41 0.23 -5.74
C: -3.19 0.51 -4.49
C: -2.32 1.58 -4.65
C: -1.38 1.78 -3.65
Cl: -0.27 3.12 -3.82
C: -1.26 0.98 -2.52
O: -0.34 1.23 -1.60
C: -2.19 -0.12 -2.37
C: -2.18 -0.94 -1.24
O: -1.31 -0.83 -0.25
C: -3.15 -0.32 -3.40
H: -2.37 2.23 -5.51
H: -2.94 -1.71 -1.13
H: -3.86 -1.14 -3.31
Cl: 0.94 -5.56 4.14
C: 0.62 -3.93 3.57
C: -0.66 -3.60 3.16
C: -0.90 -2.31 2.70
Cl: -2.54 -1.90 2.31
C: 0.10 -1.32 2.58
O: -0.11 -0.15 2.10
C: 1.37 -1.72 3.10
Cl: 2.62 -0.53 3.17
C: 1.64 -2.99 3.57
H: -1.46 -4.32 3.21
H: 2.63 -3.24 3.92

Q: Look up the energy of the third one.
A: -4937.482912 a.u.